No. 1
C34H27HfI2N5O3S as an isolated structure, computed with wB97M-V/def2-TZVPD.

Results
energy above the lowest of the compared OMol25 structures with the same formula, charge and spin	4.51	kcal per mole
total charge	+2
orbital gap	6.84	eV
spin multiplicity	1

Cartesian coordinates (Å):
Hf  -0.1719  -0.4539  -0.9340
C  -1.5443  0.1436  -4.6331
C  -1.8295  -0.9302  -3.6227
C  -3.1379  -1.2198  -3.2402
C  -3.4233  -2.3272  -2.4571
C  -2.4133  -3.1756  -2.0174
C  -1.1034  -2.9089  -2.3734
C  -0.8077  -1.7719  -3.1474
H  -1.6971  -0.2573  -5.6370
H  -0.5169  0.5026  -4.5765
H  -2.2153  0.9947  -4.5203
H  -3.9467  -0.5960  -3.6022
H  -4.4512  -2.5399  -2.1972
H  -2.6508  -4.0449  -1.4206
H  -0.3066  -3.5822  -2.0810
H  0.1903  -1.6708  -3.5594
C  2.2847  -1.5237  6.5938
C  2.1590  -1.6094  5.1029
C  3.2718  -1.8556  4.2985
C  3.1553  -1.9436  2.9231
C  1.9008  -1.7759  2.3476
C  0.7688  -1.5470  3.1237
C  0.9093  -1.4634  4.4944
S  1.7879  -1.8459  0.6173
O  0.3212  -2.1126  0.3115
O  2.7277  -2.7538  0.0529
N  1.8739  -0.3679  -0.0316
C  2.6288  -0.2382  -1.2129
C  4.0027  -0.1035  -1.3109
C  4.5387  0.0249  -2.5801
C  3.7019  0.0280  -3.6949
C  2.3444  -0.0973  -3.5065
N  1.8126  -0.2282  -2.2787
H  3.3087  -1.6902  6.9199
H  1.6455  -2.2650  7.0748
H  1.9670  -0.5422  6.9489
H  4.2413  -1.9937  4.7586
H  4.0195  -2.1576  2.3079
H  -0.2093  -1.4798  2.6684
H  0.0313  -1.3030  5.1095
H  4.6173  -0.1127  -0.4227
H  5.6086  0.1235  -2.7081
H  4.1025  0.1200  -4.6938
H  1.6577  -0.1018  -4.3434
I  -4.5385  -2.3546  1.1401
C  -3.2683  -0.8880  1.8566
C  -3.4175  -0.4619  3.2030
C  -2.6235  0.5037  3.7544
I  -2.9123  1.0474  5.7404
C  -1.5943  1.1018  2.9717
C  -0.6960  2.0968  3.4029
C  0.2957  2.5399  2.5619
C  0.4268  1.9629  1.2975
N  -0.4106  1.0448  0.8476
C  -1.4394  0.6461  1.6504
C  -2.2943  -0.3283  1.0755
O  -2.0208  -0.6332  -0.2095
H  -4.1922  -0.9255  3.7984
H  -0.7879  2.4999  4.4031
H  0.9941  3.3023  2.8745
H  1.2481  2.2402  0.6480
N  -2.0413  6.6034  -3.4416
C  -1.7464  5.5412  -3.1231
C  -1.3767  4.2132  -2.7251
C  -0.0481  3.8035  -2.7776
C  0.2610  2.5174  -2.3840
N  -0.6614  1.6423  -1.9534
C  -1.9418  2.0510  -1.8980
C  -2.3409  3.3150  -2.2759
H  0.7301  4.4716  -3.1173
H  1.2855  2.1739  -2.4199
H  -2.6608  1.3279  -1.5322
H  -3.3822  3.5981  -2.2191

Atom charges from the Löwdin analysis, given in e for atoms 1 to 8:
1. Hf 1.792
2. C -0.027
3. C -0.291
4. C -0.019
5. C -0.064
6. C -0.068
7. C -0.096
8. C -0.166

No. 2
C25H37Cl3N2O3Sb2Ti as an isolated structure at a distorted geometry, computed with wB97M-V/def2-TZVPD.

Results
energy above the lowest of the compared OMol25 structures with the same formula, charge and spin	27.42	kcal per mole
orbital gap (alpha / beta)	6.04 / 6.08	eV
spin multiplicity	1

Cartesian coordinates (Å):
Ti  -0.7423  -0.2794  -0.2359
Cl  -7.7144  -0.6056  -0.5747
C  -6.0067  -0.9000  -0.6697
C  -5.1597  0.1245  -1.0618
C  -3.8090  -0.1484  -1.1308
Cl  -2.6543  1.0988  -1.5447
C  -3.2527  -1.3985  -0.8269
O  -1.9554  -1.6078  -0.9159
C  -4.1528  -2.3897  -0.4174
Cl  -3.5221  -3.9426  0.0164
C  -5.5140  -2.1532  -0.3414
H  -5.5430  1.1052  -1.3022
H  -6.1832  -2.9401  -0.0260
C  3.0524  -0.8942  1.3130
Sb  1.8344  0.8862  0.9389
C  0.4167  -0.0965  -1.9949
C  3.4141  1.7213  -0.3775
C  3.1364  2.4989  -1.6261
C  3.5536  1.9856  -2.8532
C  3.4112  2.6936  -4.0359
C  2.8559  3.9628  -4.0079
C  2.4208  4.4854  -2.8002
C  2.5311  3.7697  -1.6097
C  1.8730  4.2969  -0.3749
Sb  -0.1317  3.4693  -0.4766
C  -0.9075  4.2516  1.3630
C  -0.9210  5.0714  -1.6893
H  3.8802  -0.9355  0.6065
H  2.4677  -1.8074  1.1979
H  3.4585  -0.8667  2.3242
H  1.3036  -0.7331  -1.9191
H  0.7498  0.9121  -2.2442
H  -0.2142  -0.4662  -2.8147
H  4.0432  0.8702  -0.6319
H  3.9805  2.3451  0.3181
H  4.0141  1.0042  -2.8724
H  3.7476  2.2616  -4.9697
H  2.7573  4.5415  -4.9172
H  1.9729  5.4723  -2.7734
H  1.7871  5.3831  -0.3701
H  2.3425  3.9599  0.5483
H  -0.6270  5.3001  1.4646
H  -0.5021  3.6751  2.1930
H  -1.9936  4.1671  1.3691
H  -0.7087  6.0327  -1.2215
H  -1.9995  4.9548  -1.7919
H  -0.4734  5.0410  -2.6806
C  -2.3693  0.5531  1.9378
O  -1.2392  0.8280  1.1498
H  -2.1726  0.8205  2.9806
H  -2.6495  -0.5131  1.9147
H  -3.2358  1.1305  1.5938
C  0.3786  -1.6787  3.4535
N  0.3439  -2.8964  2.6566
C  0.8130  -4.1010  3.3244
C  0.3805  -5.3239  2.5444
C  0.8728  -5.1872  1.1182
N  0.4185  -3.9252  0.5513
C  0.4438  -3.8175  -0.8982
C  0.2808  -2.8205  1.3079
O  0.0838  -1.7052  0.7687
H  -0.2937  -1.7909  4.3050
H  0.0723  -0.8228  2.8596
H  1.3931  -1.4955  3.8191
H  0.3999  -4.1033  4.3339
H  1.9064  -4.0689  3.4158
H  -0.7085  -5.3992  2.5513
H  0.7889  -6.2261  2.9985
H  0.4828  -5.9882  0.4897
H  1.9682  -5.2409  1.0795
H  -0.0245  -4.7085  -1.3152
H  1.4709  -3.7454  -1.2666
H  -0.1217  -2.9509  -1.2267

Atom charges from the Löwdin analysis, given in e for atoms 1 to 8:
1. Ti 0.719
2. Cl 0.671
3. C -0.670
4. C -0.114
5. C -0.522
6. Cl 0.795
7. C -0.456
8. O -0.243

No. 3
An isolated ion of composition C6H13N2O4S2 and charge +1 at a distorted geometry, computed with wB97M-V/def2-TZVPD.

Results
energy above the lowest of the compared OMol25 structures with the same formula, charge and spin	82.85	kcal per mole
total charge	+1
orbital gap (alpha / beta)	8.39 / 8.39	eV
spin multiplicity	1

Cartesian coordinates (Å):
C  0.9275  0.6830  1.0895
C  1.0758  1.3028  -0.0794
C  -1.1462  0.5272  -0.4860
C  -0.3395  2.4495  -1.6638
C  -0.8744  -2.0195  3.0884
C  1.1801  -1.4568  -1.7516
N  -0.2079  0.0115  1.3885
N  -0.0087  1.1552  -1.0411
O  1.2966  -2.0180  1.5055
O  -0.8827  -2.2080  0.4223
O  -0.4449  -0.0231  -3.3354
O  1.8113  0.8680  -2.8893
S  -0.0955  -1.6999  1.5116
S  0.6941  0.0881  -2.5030
H  1.7023  0.7119  1.8467
H  1.9134  1.8884  -0.4043
H  -1.4184  -0.4593  -0.8263
H  -1.9314  1.1688  -0.1104
H  -1.0983  2.2950  -2.4305
H  -0.7019  3.1523  -0.9129
H  0.5557  2.8513  -2.1378
H  -1.9279  -1.7958  2.9865
H  -0.7208  -3.0680  3.3170
H  -0.4033  -1.3949  3.8366
H  1.4280  -2.1079  -2.5888
H  2.0538  -1.2906  -1.1335
H  0.3644  -1.8961  -1.1818

Atom charges from the Löwdin analysis, given in e for atoms 1 to 8:
1. C -0.181
2. C -0.067
3. C 0.148
4. C -0.003
5. C -0.100
6. C -0.070
7. N -0.045
8. N -0.335